17
Properties=species:S:1:pos:R:3:nbo_charge:R:1 method="wB97M-V/def2-TZVPD" de_lowest_kj_mol=260.4 energy_ev=-12491.415 smiles=C1C[C@@]23C[C@]2(O1)OCO3 charge=0
C -1.5995 -0.2447 -0.7848 -0.064
C -1.1531 1.0207 -0.1180 -0.463
C 0.1810 0.5787 0.4117 0.197
C 0.1647 -0.2852 1.7042 -0.457
C 0.1597 -0.9126 0.3445 0.465
O -0.9840 -1.3794 -0.1804 -0.494
O 1.3364 -1.3078 -0.1846 -0.511
C 1.9819 -0.1224 -0.7346 0.228
O 1.3784 1.0237 -0.1151 -0.506
H -1.2165 -0.2513 -1.8109 0.168
H -2.6534 -0.4684 -0.7577 0.195
H -1.0849 1.8390 -0.8363 0.242
H -1.7677 1.2904 0.7574 0.214
H -0.7532 -0.3265 2.2743 0.224
H 1.0953 -0.2155 2.3072 0.236
H 3.1001 -0.1075 -0.4639 0.175
H 1.8147 -0.1309 -1.8130 0.151



7
Properties=species:S:1:pos:R:3:nbo_charge:R:1 method="wB97M-V/def2-TZVPD" de_lowest_kj_mol=283.4 energy_ev=-7233.966 smiles="O=C=C1CO1" charge=0
O -2.8367 -0.6944 -0.0444 -0.434
C -1.6886 -0.3224 0.0149 0.652
C -0.3521 0.1225 -0.2769 -0.068
C 1.0907 -0.0785 -0.0232 -0.096
O 0.4348 1.2203 0.2192 -0.458
H 1.5269 -0.3728 0.9041 0.201
H 1.8252 0.1252 -0.7938 0.204



73
Properties=species:S:1:pos:R:3:lowdin_charge:R:1 method="wB97M-V/def2-TZVPD" de_lowest_kj_mol=0.0 energy_ev=-111072.052 charge=0
Tl 0.9910 1.4063 -2.7501 0.966
C 5.4270 2.2397 0.0951 -0.029
O 4.4086 3.2510 0.0300 -0.021
C 3.4382 3.0386 -0.8660 -0.574
O 3.3554 2.0312 -1.5514 -0.066
N 2.5884 4.0922 -0.8830 0.015
N 1.5364 4.1102 -1.7841 0.012
H 6.3083 2.7306 0.4868 0.091
H 5.6242 1.8291 -0.8897 0.090
H 5.1158 1.4377 0.7604 0.098
H 2.6631 4.7750 -0.1538 0.150
H 1.5179 4.9950 -2.2639 0.097
H 0.6393 3.9004 -1.3372 0.039
O -0.4896 2.3122 -1.0792 -0.706
As -1.2902 1.6292 0.2737 1.108
C -0.3315 2.1656 1.9388 -0.297
C -0.0762 1.2858 2.9845 -0.093
C 0.7332 1.6765 4.0481 -0.083
C 1.3251 2.9344 4.0462 -0.095
C 1.0965 3.8076 2.9851 -0.087
C 0.2566 3.4267 1.9448 -0.121
C -2.8758 0.4619 -0.1458 -0.295
C -3.7453 0.1734 0.9071 -0.092
C -4.6852 -0.8431 0.7864 -0.081
C -4.7697 -1.5721 -0.3965 -0.092
C -3.9107 -1.2831 -1.4511 -0.082
C -2.9527 -0.2840 -1.3157 -0.100
C -2.6160 3.1579 0.4838 -0.280
C -2.9139 3.8108 1.6737 -0.109
C -3.9087 4.7879 1.7237 -0.096
C -4.6104 5.1242 0.5771 -0.107
C -4.3231 4.4764 -0.6222 -0.092
C -3.3401 3.4966 -0.6605 -0.109
H -0.5087 0.2898 2.9750 0.100
H 0.9052 0.9985 4.8767 0.101
H 1.9602 3.2364 4.8736 0.099
H 1.5672 4.7857 2.9787 0.099
H 0.0312 4.1153 1.1346 0.100
H -3.6894 0.7534 1.8255 0.108
H -5.3540 -1.0655 1.6109 0.101
H -5.5007 -2.3679 -0.4933 0.098
H -3.9873 -1.8368 -2.3797 0.101
H -2.2644 -0.0806 -2.1330 0.106
H -2.3701 3.5589 2.5765 0.093
H -4.1263 5.2912 2.6581 0.096
H -5.3837 5.8845 0.6143 0.096
H -4.8654 4.7397 -1.5231 0.097
H -3.1254 2.9809 -1.5888 0.097
C 3.0150 -6.2336 -0.6675 -0.053
C 2.1338 -5.4546 -1.6598 -0.562
C 1.1572 -6.4217 -2.3435 -0.049
C 3.0495 -4.8446 -2.7256 -0.073
C 1.3402 -4.3743 -0.9088 -0.167
C 0.5444 -4.7321 0.1881 -0.030
C -0.1933 -3.8039 0.9230 0.028
C -0.1111 -2.4890 0.5239 -0.191
O -0.7008 -1.3640 1.0705 0.139
B -0.3004 -0.2755 0.2835 -0.529
O 0.5590 -0.7506 -0.7270 0.031
C 0.6534 -2.1259 -0.5591 -0.178
C 1.3858 -3.0309 -1.2941 0.067
H 3.6763 -6.9191 -1.2101 0.083
H 2.4202 -6.8295 0.0303 0.076
H 3.6373 -5.5463 -0.0848 0.092
H 1.7071 -7.2127 -2.8701 0.087
H 0.5370 -5.8918 -3.0739 0.090
H 0.4947 -6.8960 -1.6147 0.079
H 3.6806 -5.6276 -3.1560 0.084
H 3.7089 -4.0858 -2.2918 0.088
H 2.4775 -4.3924 -3.5426 0.086
H 0.4958 -5.7751 0.4879 0.108
H -0.8092 -4.0962 1.7668 0.124
H 1.9670 -2.6920 -2.1458 0.118



21
Properties=species:S:1:pos:R:3:nbo_charge:R:1 method="wB97M-V/def2-TZVPD" de_lowest_kj_mol=501.5 energy_ev=-13018.084 charge=0
C 0.1399 0.2254 0.6658 0.097
C 0.7715 1.6007 0.8557 -0.627
C -0.5735 -1.9393 -0.9146 -0.624
C -1.4395 0.3659 0.6751 0.753
C -0.3768 -0.4635 -0.7712 -0.201
N 0.7025 -0.7674 1.5360 -0.840
C 1.2258 0.8182 -2.3827 -0.576
O -2.0402 -0.6328 1.4335 -0.718
C 0.5168 0.2085 -1.4766 0.287
O -2.0448 1.4301 0.5160 -0.669
H -2.9437 -0.2973 1.5663 0.497
H 1.7154 -0.7684 1.5149 0.368
H 0.3243 -0.6896 2.4747 0.390
H 0.3168 2.3506 0.2064 0.248
H 1.8508 1.5727 0.6730 0.200
H 0.6000 1.9263 1.8877 0.232
H -0.9387 -2.1485 -1.9243 0.227
H -1.2763 -2.3707 -0.2007 0.243
H 0.3665 -2.4809 -0.7647 0.220
H 2.2045 1.2231 -2.1537 0.236
H 0.8989 0.8370 -3.4166 0.257



20
Properties=species:S:1:pos:R:3:nbo_charge:R:1 method="wB97M-V/def2-TZVPD" de_lowest_kj_mol=302.9 energy_ev=-7919.694 charge=0
C -1.3328 1.7149 0.5730 -0.607
C -0.7454 0.3098 0.5266 -0.069
N -1.1980 -0.4578 -0.5946 -0.422
C -1.1421 -1.7517 -0.4355 -0.219
C 0.7674 0.2030 0.1763 -0.270
C 1.2685 -1.1729 0.4117 -0.487
C 1.2405 0.9028 -1.1039 -0.612
H -2.3969 1.6681 0.8306 0.216
H -0.8226 2.3338 1.3206 0.209
H -1.2568 2.2010 -0.4031 0.214
H -0.8996 -0.1791 1.5126 0.167
H -1.3641 -2.3678 -1.3065 0.202
H 0.2854 -1.9915 -0.2242 0.176
H -1.4305 -2.2311 0.5143 0.167
H 1.4782 0.3895 1.0280 0.263
H 1.1518 -1.4878 1.4572 0.204
H 2.2648 -1.3548 -0.0035 0.225
H 0.6571 1.8030 -1.3284 0.220
H 1.1932 0.2583 -1.9883 0.216
H 2.2817 1.2101 -0.9629 0.207



Kohn-Sham gap values, unit eV, following the record order: 9.980; 8.631; 7.528; 8.225; 9.662.
HOMO level values, unit Ha, following the record order: -0.332; -0.324; -0.265; -0.288; -0.318.